Entry 1:
Density functional theory data (ωB97M-V with the def2-TZVPD basis set) for the ion CH3O5P with charge -2 at a distorted geometry.

Values from the calculation:
maximum force = 3.072 eV Å⁻¹
total charge = -2
E_LUMO = 0.270 Ha
HOMO level = 0.215 eV
energy relative to the best compared isomer or geometry (same formula, charge and spin) = 5.0 kcal/mol
SMILES = O=P([O-])([O-])C(O)O
gap between HOMO and LUMO = 7.12 eV

Structure (XYZ):
```
10
Properties=species:S:1:pos:R:3:forces:R:3
O 0.55363 2.04626 1.08614 -0.2706 -1.3379 0.5556
P -0.17892 0.71122 0.84895 0.8812 -0.2675 -0.1064
O -1.59211 0.86674 0.30556 -0.9319 0.4793 0.5801
O -0.13986 -0.51745 1.85449 0.6503 2.1262 -0.0777
C 0.56394 -0.21138 -0.74213 -2.2503 -0.1486 1.2452
O 0.60282 -1.53437 -0.23533 1.9341 -0.7612 -1.5885
O -0.56220 -0.15794 -1.63598 2.4786 -0.5662 -1.7247
H 1.43983 0.16728 -1.28364 0.2000 -0.4212 0.2311
H 0.49066 -1.41555 0.73694 -0.4286 0.1336 0.3961
H -1.17779 0.04520 -0.93499 -2.2629 0.7636 0.4892
```
Forces are in eV/Å.

List of Mulliken charges in e, atom by atom: -0.8353 0.8446 -0.8072 -0.8635 -0.2594 -0.5080 -0.5428 0.1801 0.3990 0.3926

---

Entry 2:
Density functional theory data (ωB97M-V with the def2-TZVPD basis set) for the ion CH3O5P2 with charge -1 at a distorted geometry.

Values from the calculation:
maximum force = 4.730 eV Å⁻¹
total charge = -1
E_LUMO (alpha / beta) = 0.107 / 0.107 Ha
HOMO level (alpha / beta) = -5.434 / -5.432 eV
energy relative to the best compared isomer or geometry (same formula, charge and spin) = 0.0 kcal/mol
gap between HOMO and LUMO (alpha / beta) = 8.35 / 8.35 eV

Structure (XYZ):
```
11
Properties=species:S:1:pos:R:3:forces:R:3
C 0.72109 -0.72417 0.35232 0.6770 0.1306 1.1983
O -2.09056 -1.30304 0.77332 0.2250 -1.9905 -0.1284
O 0.75434 1.88328 1.14468 1.6364 3.0212 0.3727
O -2.96221 1.09402 0.82638 0.4539 0.1840 0.0632
O -2.66198 1.33576 -1.77343 -0.5410 0.7441 1.2387
O -1.62091 0.53101 -1.18987 0.3927 -0.7102 0.7149
P 0.17150 0.57652 1.30172 -2.1143 -3.7207 -2.0139
P -1.91694 0.09443 0.43375 -1.4918 3.0368 -0.3314
H 0.24339 -1.69224 0.36357 -0.4111 0.1169 0.2764
H 1.74951 -0.78986 0.04438 0.4578 0.2845 -0.5047
H -3.03940 1.82513 -0.96150 0.7152 -1.0968 -0.8858
```
Forces are in eV/Å.

List of Mulliken charges in e, atom by atom: -0.6062 -0.6235 -0.6143 -0.7905 -0.4176 -0.2032 0.3545 0.9195 0.2959 0.3140 0.3714

---

Entry 3:
Density functional theory data (ωB97M-V with the def2-TZVPD basis set) for the molecule CH3OP at a distorted geometry.

Values from the calculation:
maximum force = 2.469 eV Å⁻¹
E_LUMO = 0.020 Ha
HOMO level = -9.549 eV
energy relative to the best compared isomer or geometry (same formula, charge and spin) = 24.1 kcal/mol
SMILES = O=CP
gap between HOMO and LUMO = 10.09 eV

Structure (XYZ):
```
6
Properties=species:S:1:pos:R:3:forces:R:3
O 1.79051 0.22471 0.22766 -0.7359 0.4598 0.2230
C 0.75436 -0.06689 -0.31419 1.2969 -1.7648 -1.1390
P -0.93319 0.64525 -0.01707 -0.5005 -1.1352 0.5155
H 0.87758 -0.88875 -1.16045 -0.8536 1.2918 1.0291
H -1.66167 -0.68195 -0.18326 0.9451 1.5731 0.5415
H -0.82758 0.76763 1.44731 -0.1520 -0.4246 -1.1700
```
Forces are in eV/Å.

List of Mulliken charges in e, atom by atom: -0.4080 0.0689 -0.1046 0.2690 0.0797 0.0950

---

Entry 4:
Density functional theory data (ωB97M-V with the def2-TZVPD basis set) for a cluster of 2 separate species, CH3OS2 in total at a distorted geometry.

Values from the calculation:
maximum force = 2.675 eV Å⁻¹
total charge = -1
E_LUMO (alpha / beta) = 0.140 / 0.096 Ha
HOMO level (alpha / beta) = -3.816 / -1.866 eV
energy relative to the best compared isomer or geometry (same formula, charge and spin) = 38.3 kcal/mol
gap between HOMO and LUMO (alpha / beta) = 7.64 / 4.47 eV

Structure (XYZ):
```
7
Properties=species:S:1:pos:R:3:forces:R:3
C 0.21812 -0.55390 -0.07422 0.8542 -0.7312 -1.4153
O 3.25878 3.44463 0.68818 0.7945 -0.3000 -1.8127
S 1.03361 4.70270 1.98681 -1.4177 0.8873 -0.0513
S 2.65148 3.67664 2.00954 0.6126 -0.6096 1.8566
H 0.50906 -1.34670 0.53195 0.3985 -1.5874 0.7008
H -0.14535 0.23359 0.46124 -1.1173 2.2451 0.9297
H 0.75613 -0.40184 -0.99206 -0.1248 0.0958 -0.2078
```
Forces are in eV/Å.

List of Mulliken charges in e, atom by atom: -0.7880 -0.5404 -0.5509 0.0912 0.2487 0.3001 0.2393